Entry 1:
{"formula": "C4H5NS2", "method": "ωB97M-V with the def2-TZVPD basis set", "e_tot_ev": -27385.7308, "spin_multiplicity": 1, "de_lowest_kcal_mol": 91.9, "lumo_energy_ev": -1.57, "orbital_gap_ev": 7.33, "symbols": ["C", "C", "C", "S", "C", "N", "S", "H", "H", "H", "H", "H"], "xyz": [[-0.4724, 1.5502, -0.0368], [-1.4868, 0.7243, 0.1439], [-1.1114, -0.6499, 0.1196], [-2.3818, -1.7886, -0.0317], [0.2601, -1.2002, 0.1477], [1.2388, -0.3383, 0.3365], [2.7588, -1.1639, -0.0350], [-0.6936, 2.7579, -0.2344], [0.5120, 1.1455, -0.1900], [-2.5209, 1.1379, -0.0609], [0.4539, -2.2926, 0.1835], [3.4433, 0.1177, -0.3422]], "atomic_forces_ev_per_a": [[-0.73, 5.14, -1.32], [-0.39, 1.39, -1.09], [-3.29, -3.67, 0.06], [1.90, 1.19, 0.19], [1.24, 2.15, 1.67], [0.34, -3.89, -1.44], [0.87, 3.14, 0.05], [0.71, -3.39, 0.68], [-0.04, 0.97, 0.27], [1.09, -1.25, 0.94], [-0.61, 0.65, -0.67], [-1.07, -2.42, 0.67]], "nbo_charge": [-0.25, -0.33, -0.12, 0.01, 0.02, -0.51, 0.14, 0.19, 0.24, 0.25, 0.21, 0.15]}

---

Entry 2:
{"formula": "C11H14N2OS", "method": "ωB97M-V with the def2-TZVPD basis set", "e_tot_ev": -27490.8703, "spin_multiplicity": 1, "de_lowest_kcal_mol": 165.4, "lumo_energy_ev": 0.74, "orbital_gap_ev": 9.30, "symbols": ["C", "C", "C", "C", "C", "C", "C", "C", "C", "C", "C", "N", "N", "O", "S", "H", "H", "H", "H", "H", "H", "H", "H", "H", "H", "H", "H", "H", "H"], "xyz": [[2.2647, -2.0752, 0.5693], [2.2695, -0.9592, 1.4168], [-1.2230, 0.9439, 0.7423], [-0.6213, 1.7459, -0.1254], [0.7777, 2.3119, 0.0121], [1.5871, 1.4577, 0.9709], [-1.4892, -2.6571, -0.2771], [-1.6202, -1.8102, -1.4815], [1.7784, 0.0554, 0.6097], [-2.0721, -1.2778, -0.3923], [-1.2767, 2.1490, -1.3709], [1.6986, -1.6624, -0.5826], [1.4494, -0.3919, -0.5970], [-3.4853, -0.2521, 1.4764], [-2.8557, 0.2240, 0.2754], [2.6242, -2.9957, 0.8119], [1.3586, 2.3007, -0.8907], [0.5666, 3.3761, 0.3329], [2.6420, 1.6429, 1.3122], [1.1112, 1.5514, 1.9676], [-2.2032, -3.5945, -0.2096], [-0.5924, -2.7297, 0.3031], [1.5423, -2.4028, -1.2368], [-1.5460, -1.7144, -2.5630], [-0.9050, 0.6927, 1.7407], [2.6866, -0.9345, 2.4181], [-2.0081, 1.5367, -1.7322], [-0.6641, 2.2679, -2.2881], [-1.7949, 3.2014, -1.2121]], "atomic_forces_ev_per_a": [[-0.92, 3.57, 1.36], [0.81, -1.57, -0.52], [-1.14, 0.10, -0.45], [1.00, -0.48, -0.40], [0.00, 0.48, 1.29], [0.86, 0.88, 2.80], [-2.04, -2.02, 0.62], [-0.18, 0.78, -0.72], [-1.12, -0.36, -0.77], [-0.28, 0.92, -0.97], [0.11, 3.94, -1.07], [1.87, -3.19, 1.33], [-1.04, 1.66, -0.58], [-1.44, -0.22, 2.22], [2.26, -0.65, -1.16], [0.59, -2.60, 0.05], [-0.46, 0.27, -0.97], [0.94, -0.93, -0.13], [-0.67, 1.47, -0.97], [-0.09, -0.52, -0.33], [1.38, 1.87, 0.22], [0.69, -0.37, -0.02], [-0.54, 0.84, -1.27], [0.26, -0.16, 0.48], [0.19, -0.32, 0.03], [-0.23, 0.15, -0.24], [-2.23, -1.75, -0.44], [0.41, 0.09, 0.93], [1.01, -1.88, -0.31]], "nbo_charge": [-0.06, -0.34, -0.45, 0.08, -0.44, -0.44, -0.40, -0.20, 0.12, -0.24, -0.66, -0.31, -0.28, -0.97, 1.32, 0.21, 0.23, 0.23, 0.24, 0.22, 0.18, 0.19, 0.41, 0.23, 0.24, 0.23, 0.22, 0.23, 0.22]}

---

Entry 3:
{"formula": "C32H48HfN4O6S5Si4", "method": "ωB97M-V with the def2-TZVPD basis set", "e_tot_ev": -139213.0568, "spin_multiplicity": 1, "de_lowest_kcal_mol": 7.5, "lumo_energy_ev": 3.82, "orbital_gap_ev": 6.00, "charge": -2, "symbols": ["Hf", "N", "C", "C", "O", "N", "C", "C", "O", "O", "H", "H", "H", "H", "H", "H", "C", "O", "C", "C", "C", "C", "C", "C", "N", "N", "C", "O", "C", "C", "C", "C", "C", "C", "C", "O", "H", "H", "H", "H", "H", "H", "H", "H", "H", "H", "H", "H", "C", "Si", "C", "C", "Si", "Si", "C", "C", "C", "Si", "C", "C", "C", "H", "H", "H", "H", "H", "H", "H", "H", "H", "H", "H", "H", "H", "H", "H", "H", "H", "H", "H", "H", "H", "H", "H", "H", "H", "H", "H", "C", "S", "C", "C", "S", "S", "C", "S", "S", "H", "H", "H"], "xyz": [[-0.0945, -0.7029, 0.3049], [1.2086, -2.6423, -0.0616], [0.6801, -3.4814, -1.1536], [-0.7959, -3.1963, -1.4309], [-1.5019, -4.0871, -1.9046], [-1.1505, -1.9341, -1.1565], [-2.5618, -1.6123, -1.2913], [-3.0389, -0.8439, -0.0651], [-4.2056, -0.8280, 0.2716], [-2.0830, -0.2180, 0.5720], [2.1890, -2.4430, -0.2270], [1.1650, -3.1743, 0.8035], [0.8034, -4.5455, -0.9462], [1.2364, -3.2473, -2.0617], [-3.1675, -2.5097, -1.4215], [-2.7339, -0.9499, -2.1484], [-2.8413, -3.9475, 1.7966], [-1.8625, -4.7687, 2.4474], [-0.6966, -4.2719, 2.9361], [-0.0080, -5.1112, 3.7866], [1.2078, -4.7437, 4.3723], [1.7326, -3.5051, 4.1138], [1.0793, -2.6300, 3.2259], [1.5382, -1.2697, 3.1305], [1.1387, -0.3985, 2.2688], [1.4287, 0.9146, 2.6417], [0.8187, 1.7252, 1.8216], [0.2053, 1.3500, 0.7570], [0.7554, 3.1752, 2.1520], [0.0549, 4.0276, 1.3027], [0.0024, 5.3843, 1.5826], [0.6412, 5.8938, 2.7042], [1.3370, 5.0425, 3.5530], [1.3948, 3.6860, 3.2782], [-0.1376, -2.9964, 2.5922], [-0.7177, -2.2294, 1.7264], [-3.0432, -3.0375, 2.3576], [-2.5393, -3.6910, 0.7854], [-3.7343, -4.5688, 1.7618], [-0.4486, -6.0793, 3.9914], [1.7125, -5.4324, 5.0370], [2.6509, -3.1786, 4.5873], [2.1827, -0.9044, 3.9306], [-0.4306, 3.6225, 0.4221], [-0.5305, 6.0417, 0.9075], [0.6034, 6.9563, 2.9140], [1.8384, 5.4381, 4.4283], [1.9342, 3.0072, 3.9244], [5.1093, -0.0231, 0.1407], [4.2383, -0.8681, -1.3202], [4.3230, -2.7406, -0.8709], [5.4733, -0.8312, -2.7745], [2.0814, 0.0240, -1.7281], [2.7274, 2.2890, -2.0165], [3.2002, 3.1434, -0.3920], [1.3911, 3.3442, -2.8249], [4.3092, 2.6016, -3.0395], [1.7276, -0.6002, -3.9902], [2.9525, 0.1695, -5.2297], [1.8353, -2.4712, -4.3546], [0.0214, -0.0761, -4.6071], [5.8944, -0.6761, 0.5338], [4.4195, 0.2185, 0.9511], [5.5815, 0.9082, -0.1779], [5.3560, -3.0510, -1.0604], [3.6781, -3.3815, -1.4740], [4.1339, -2.9509, 0.1857], [6.4455, -1.1566, -2.3861], [5.5994, 0.1429, -3.2424], [5.1743, -1.5430, -3.5484], [2.4267, 3.0895, 0.3644], [3.3660, 4.2039, -0.6126], [4.1215, 2.7436, 0.0322], [0.5364, 3.4781, -2.1595], [0.9996, 2.9145, -3.7488], [1.8230, 4.3242, -3.0538], [5.2071, 2.2087, -2.5604], [4.4125, 3.6931, -3.0649], [4.2798, 2.2474, -4.0682], [4.0035, 0.0531, -4.9624], [2.7452, 1.2343, -5.3547], [2.7889, -0.3093, -6.2008], [2.7380, -2.9530, -3.9740], [1.8412, -2.5719, -5.4454], [0.9606, -3.0166, -3.9978], [-0.0232, 0.9985, -4.7927], [-0.7642, -0.3003, -3.8855], [-0.2000, -0.5911, -5.5474], [-3.4229, 4.6659, -0.4976], [-2.0491, 5.2704, -1.5090], [-2.3408, 4.4295, -3.0102], [-2.2280, 3.0775, -3.1930], [-1.8032, 1.8877, -2.0628], [-2.5995, 2.5790, -4.8496], [-2.9898, 4.1162, -5.5310], [-3.3995, 4.3516, -7.1267], [-2.8605, 5.3808, -4.3858], [-3.2806, 5.0740, 0.5034], [-3.3846, 3.5782, -0.4539], [-4.3789, 5.0018, -0.8956]], "atomic_forces_ev_per_a": [[-0.11, -0.12, 0.45], [0.14, -0.14, 0.16], [-0.06, 0.02, -0.10], [0.15, 0.06, -0.23], [0.08, -0.09, 0.02], [-0.05, 0.05, 0.14], [-0.25, 0.04, -0.18], [-0.38, -0.18, -0.03], [0.04, 0.01, -0.05], [0.54, 0.17, -0.24], [-0.10, 0.05, -0.04], [0.08, 0.01, -0.02], [-0.04, 0.03, 0.01], [-0.04, -0.02, 0.09], [0.03, 0.04, -0.01], [0.00, -0.05, 0.01], [0.01, 0.03, 0.04], [0.09, -0.03, -0.04], [-0.01, 0.12, 0.00], [-0.03, 0.00, -0.01], [0.04, -0.05, 0.03], [-0.03, 0.06, -0.04], [-0.14, -0.19, -0.01], [-0.01, 0.22, -0.06], [0.25, -0.14, 0.23], [0.02, 0.10, -0.09], [-0.08, 0.11, 0.05], [-0.21, -0.23, -0.04], [0.16, 0.01, -0.02], [0.02, -0.06, 0.03], [-0.02, 0.03, -0.01], [-0.01, 0.04, -0.02], [0.01, -0.03, 0.02], [-0.01, -0.01, 0.01], [0.03, -0.17, -0.01], [0.02, 0.29, -0.08], [0.01, 0.02, -0.01], [0.02, 0.01, -0.04], [-0.01, 0.02, 0.00], [-0.01, 0.00, -0.01], [0.01, 0.00, 0.01], [0.02, 0.01, 0.01], [-0.01, 0.01, -0.01], [-0.01, -0.02, -0.02], [0.00, 0.01, -0.01], [-0.01, 0.00, 0.00], [0.00, 0.00, 0.00], [0.01, -0.01, 0.00], [0.02, -0.04, -0.13], [-0.02, -0.10, -0.18], [0.17, 0.18, 0.04], [-0.02, -0.10, 0.20], [-0.10, 0.02, 0.07], [0.08, -0.03, 0.04], [-0.01, 0.05, -0.20], [0.13, -0.03, 0.08], [-0.12, 0.15, 0.06], [-0.05, 0.01, 0.00], [-0.13, -0.06, 0.01], [-0.04, 0.19, -0.13], [0.19, -0.09, 0.03], [0.02, 0.00, 0.02], [-0.05, -0.02, 0.02], [-0.01, 0.05, -0.01], [-0.01, -0.03, 0.00], [-0.04, -0.02, -0.07], [-0.07, 0.03, 0.02], [0.03, 0.01, -0.05], [-0.05, 0.04, 0.03], [-0.04, 0.01, 0.00], [-0.06, -0.04, 0.04], [0.01, 0.02, 0.03], [0.04, -0.07, 0.00], [0.00, -0.01, 0.03], [0.04, -0.03, -0.03], [-0.04, 0.04, -0.02], [0.00, -0.06, 0.05], [0.05, 0.00, -0.05], [-0.03, -0.05, 0.00], [-0.05, -0.03, 0.02], [0.01, 0.02, 0.03], [0.02, 0.01, -0.03], [0.04, -0.01, 0.06], [0.03, -0.03, 0.00], [-0.02, 0.01, 0.01], [0.02, 0.01, 0.03], [0.00, -0.04, 0.02], [-0.02, 0.00, -0.03], [-0.01, 0.00, 0.03], [-0.03, 0.02, -0.03], [-0.02, -0.04, -0.14], [0.11, 0.02, 0.01], [-0.12, -0.05, 0.15], [-0.10, 0.20, 0.04], [0.17, -0.03, 0.02], [-0.07, 0.00, -0.02], [-0.03, -0.09, 0.02], [0.00, 0.00, 0.02], [0.02, -0.02, -0.01], [0.00, 0.01, -0.02]], "mulliken_charge": [2.06, 0.11, 0.41, 0.31, -0.80, 0.38, -0.68, 0.46, -0.76, -0.76, -0.66, 0.29, 0.35, -0.85, 0.45, 0.22, -0.56, -0.55, -0.18, -0.58, -0.70, -0.82, 1.17, -0.95, 0.63, -1.05, 0.42, -0.06, -0.12, 0.60, -0.56, -0.58, -0.61, -0.53, 0.46, -1.03, 0.27, 0.20, 0.32, 0.43, 0.36, 0.42, 0.43, 0.10, 0.40, 0.38, 0.37, 0.46, -1.20, 0.53, -1.53, -1.23, 0.57, 0.66, -0.75, -0.40, -1.19, 0.39, -1.29, -1.50, -0.55, 0.40, 0.28, 0.29, 0.42, 0.31, 0.37, 0.41, 0.30, 0.29, -0.12, 0.39, 0.26, -0.39, 0.18, 0.45, 0.26, 0.39, 0.31, 0.29, 0.30, 0.46, 0.30, 0.49, 0.46, 0.08, -0.08, 0.44, -0.63, -0.23, 0.16, -0.57, -0.07, 0.02, 0.05, -0.36, -0.21, 0.34, 0.06, 0.36]}